Density functional theory data (ωB97M-V/def2-TZVPD) for a structure of composition C42H30Cl3F2N3O2P2S2Sr in a non-equilibrium geometry.

Geometry (Å):
Sr 0.049 -0.909 -0.009
S -1.011 -0.174 2.098
P -0.374 1.268 0.981
C 0.956 1.061 -0.067
P 1.741 0.386 1.306
S 1.661 -1.421 1.949
C 3.443 0.600 0.852
C 3.688 0.792 -0.493
C 4.994 0.795 -0.935
C 6.020 0.571 -0.033
C 5.755 0.354 1.314
C 4.456 0.374 1.764
C 1.616 1.466 2.682
C 0.907 1.116 3.813
C 0.631 2.092 4.747
C 1.103 3.381 4.555
C 1.862 3.704 3.439
C 2.095 2.745 2.484
C -1.656 1.525 -0.213
C -2.985 1.373 0.121
C -3.949 1.563 -0.843
C -3.573 1.935 -2.122
C -2.236 2.093 -2.454
C -1.274 1.873 -1.493
C -0.635 2.800 1.811
C -0.129 3.892 1.128
C -0.404 5.155 1.589
C -1.249 5.305 2.681
C -1.827 4.209 3.299
C -1.512 2.939 2.866
H 2.848 0.939 -1.168
H 5.202 0.955 -1.985
H 7.045 0.557 -0.382
H 6.565 0.146 2.003
H 4.188 0.203 2.808
H 0.622 0.067 3.958
H 0.033 1.852 5.621
H 0.889 4.145 5.293
H 2.242 4.710 3.307
H 2.640 2.936 1.554
H -3.252 1.103 1.139
H -4.992 1.419 -0.594
H -4.334 2.097 -2.872
H -1.952 2.377 -3.457
H -0.212 1.962 -1.701
H 0.509 3.685 0.262
H 0.025 6.027 1.108
H -1.469 6.298 3.055
H -2.526 4.344 4.117
H -1.935 2.059 3.355
F -1.055 -0.261 -5.877
C -1.652 -0.708 -4.736
C -0.890 -1.060 -3.634
C -1.461 -1.515 -2.428
C -2.885 -1.642 -2.448
C -3.617 -1.229 -3.572
F -4.987 -1.238 -3.623
C -3.032 -0.754 -4.728
C -3.542 -2.249 -1.258
C -4.919 -2.494 -1.143
C -5.411 -3.107 -0.001
C -4.533 -3.470 1.004
C -3.181 -3.203 0.796
N -2.711 -2.614 -0.283
H 0.189 -0.977 -3.631
H -3.631 -0.449 -5.573
H -5.611 -2.240 -1.926
H -6.473 -3.298 0.093
H -4.876 -3.963 1.901
H -2.427 -3.485 1.514
O 2.407 -4.177 -0.400
C 2.710 -3.304 -1.191
C 4.143 -3.239 -1.773
C 4.046 -2.152 -2.814
C 2.616 -1.593 -2.608
O 2.235 -0.633 -3.252
N 1.917 -2.312 -1.692
H 4.421 -4.212 -2.166
H 4.826 -2.991 -0.962
H 4.128 -2.530 -3.831
H 4.784 -1.364 -2.682
Cl 0.399 -6.244 -1.382
C -0.105 -5.735 0.186
Cl -2.409 -6.123 0.299
Cl 0.575 -6.608 1.472
C -0.074 -4.349 0.200
N -0.219 -3.225 -0.088

Results
HOMO	-1.56	eV
net charge	-2
E_tot	-5023.1622	Ha
energy relative to the best compared isomer or geometry (same formula, charge and spin)	1032.56	kJ/mol

Which charges does Löwdin predict for the atoms? In e, they are:
1 Sr 0.873
2 S 0.346
3 P 0.191
4 C -0.575
5 P 0.130
6 S 0.312
7 C -0.362
8 C -0.086
9 C -0.095
10 C -0.114
11 C -0.106
12 C -0.102
13 C -0.419
14 C -0.179
15 C -0.100
16 C -0.103
17 C -0.094
18 C -0.101
19 C -0.373
20 C -0.097
21 C -0.087
22 C -0.097
23 C -0.073
24 C -0.087
25 C -0.338
26 C -0.092
27 C -0.094
28 C -0.111
29 C -0.098
30 C -0.104
31 H 0.078
32 H 0.099
33 H 0.086
34 H 0.089
35 H 0.108
36 H 0.050
37 H 0.104
38 H 0.097
39 H 0.103
40 H 0.129
41 H 0.086
42 H 0.097
43 H 0.096
44 H 0.104
45 H 0.093
46 H 0.120
47 H 0.097
48 H 0.087
49 H 0.097
50 H 0.092
51 F 0.014
52 C -0.295
53 C -0.080
54 C -0.060
55 C -0.163
56 C -0.244
57 F -0.004
58 C 0.004
59 C -0.208
60 C -0.018
61 C -0.096
62 C -0.111
63 C -0.236
64 N 0.090
65 H 0.057
66 H 0.108
67 H 0.089
68 H 0.091
69 H 0.086
70 H 0.081
71 O -0.055
72 C -0.522
73 C -0.106
74 C -0.110
75 C -0.533
76 O 0.003
77 N 0.126
78 H 0.098
79 H 0.107
80 H 0.103
81 H 0.083
82 Cl 0.715
83 C -1.304
84 Cl 0.201
85 Cl 0.691
86 C -0.381
87 N 0.101